9
Properties=species:S:1:pos:R:3:forces:R:3:mulliken_charge:R:1 method="wB97M-V/def2-TZVPD" gap_ha=0.301 homo_energy_ev=-9.1 relative_energy_kcal_mol=42.9 largest_force_ev_per_a=1.36 smiles="O=P.CS"
O -0.112528 3.001831 -1.164024 -0.239 0.485 1.244 -0.367
P 0.167055 2.541664 -2.517896 0.104 -0.629 -1.166 0.344
H -0.804214 1.455980 -2.727128 0.135 0.114 -0.031 0.024
C -0.355696 -1.113488 1.210663 0.345 -0.027 -0.103 -0.704
S 1.310436 -0.531019 0.771080 -0.133 0.240 0.001 -0.194
H -0.939166 -0.225232 1.431009 -0.082 0.003 0.009 0.246
H -0.299809 -1.747538 2.090560 -0.137 0.002 0.016 0.286
H -0.792924 -1.648777 0.372183 -0.117 0.022 0.072 0.262
H 1.826846 -1.733420 0.533554 0.123 -0.211 -0.042 0.103

***

9
Properties=species:S:1:pos:R:3:forces:R:3:mulliken_charge:R:1 method="wB97M-V/def2-TZVPD" gap_ha="0.294 / 0.272" homo_energy_ev="-9.4 / -9.0" relative_energy_kcal_mol=115.2 largest_force_ev_per_a=3.37
C 0.126266 0.166210 -1.061165 -2.605 -2.123 0.297 -0.370
O 1.328356 0.710827 -0.588340 0.347 0.494 0.319 -0.201
P -1.514713 0.160940 2.167535 -1.691 -0.695 0.101 -0.067
S 2.747090 0.260320 -1.233686 -0.392 -0.015 0.048 -0.017
H -0.437618 -0.442610 -0.210709 1.232 1.578 -1.227 0.005
H 0.328418 -0.684218 -1.770902 -0.189 1.296 0.047 0.281
H -0.628194 0.966044 -1.426587 1.618 -1.252 0.388 0.251
H -1.807039 -1.298275 2.044924 0.750 1.236 0.079 0.066
H -0.142566 0.160763 2.078931 0.930 -0.519 -0.053 0.053

***

9
Properties=species:S:1:pos:R:3:forces:R:3:mulliken_spin:R:1 method="wB97M-V/def2-TZVPD" gap_ha="0.260 / 0.248" homo_energy_ev="-6.4 / -8.9" relative_energy_kcal_mol=32.1 largest_force_ev_per_a=3.40 multiplicity=3
C 1.068257 1.782877 -0.503904 -1.514 -1.642 1.047 -0.002
O -1.903692 -1.905236 0.542621 -3.157 1.253 -0.201 0.075
P -0.391275 -1.936659 1.098679 1.164 -1.402 0.329 0.883
S -0.060898 0.247850 -0.324981 0.801 2.216 -0.249 0.975
H 0.794075 2.603082 0.183078 0.349 -0.635 -0.298 0.013
H 2.040223 1.344984 -0.458529 0.793 0.421 0.410 0.001
H 0.852486 2.025735 -1.501110 -0.165 0.803 -1.461 0.028
H -2.604508 -1.170327 0.765949 2.698 -1.969 -0.378 0.001
H 0.205332 -2.992306 0.198197 -0.968 0.955 0.801 0.026

***

8
Properties=species:S:1:pos:R:3:forces:R:3:mulliken_charge:R:1 method="wB97M-V/def2-TZVPD" gap_ha=0.332 homo_energy_ev=-8.7 relative_energy_kcal_mol=62.5 largest_force_ev_per_a=5.55
C -1.238475 -0.271944 0.146479 3.456 2.617 3.471 -0.816
P 1.580328 0.312072 0.195659 -0.074 1.213 -1.410 -0.089
S 0.203597 -1.191506 -0.263981 -0.190 -0.640 -0.391 -0.044
H -1.553164 0.460182 -0.540518 0.109 1.217 -0.695 0.314
H -0.753902 0.524669 1.591624 -1.461 -1.635 -3.481 0.145
H -2.033983 -0.842783 0.401636 -2.225 -1.984 1.086 0.338
H 2.621618 -0.248604 -0.610803 -0.153 0.096 0.212 0.074
H 1.173978 1.257915 -0.920096 0.538 -0.885 1.209 0.078